Entry 1:
One molecule with the formula C3H10N4 in a non-equilibrium geometry, computed with ωB97M-V/def2-TZVPD.

Properties
**Frontier orbital gap**: 0.341 Eh
**Structure (SMILES)**: CN(C)N/C=N/N
**Energy**: -339.23074 hartree
**Energy relative to the best compared isomer or geometry (same formula, charge and spin)**: 255.2 kJ/mol
**E_HOMO**: -8.10 eV

ORCA input file:
```
! wB97M-V def2-TZVPD RIJCOSX def2/J DEFGRID3
* xyz 0 1
C 1.884 -1.079 -0.071
H -3.217 -0.861 1.090
N -0.136 -0.309 -1.190
N -2.252 0.171 -0.285
H 1.538 -1.288 0.947
N 1.174 0.042 -0.665
H -0.702 -0.756 0.794
C -1.039 -0.291 -0.151
N -2.972 0.106 0.863
C 1.297 1.316 0.024
H -0.457 0.237 -1.989
H 0.877 2.127 -0.583
H 1.768 -1.989 -0.668
H -3.872 0.569 0.717
H 2.350 1.560 0.201
H 0.801 1.309 1.000
H 2.958 -0.864 -0.033
*
```

Here are the natural (NBO) charges for atoms 1 to 4, given in e: number 1, C, carries -0.417; number 2, H, carries 0.339; number 3, N, carries -0.459; number 4, N, carries -0.336

=====

Entry 2:
One molecule with the formula C2H3NOS3 in a non-equilibrium geometry, computed with ωB97M-V/def2-TZVPD.

Properties
**Frontier orbital gap**: 0.284 Eh
**Structure (SMILES)**: ONC(=S)C(=S)S
**Energy**: -1402.38322 hartree
**Energy relative to the best compared isomer or geometry (same formula, charge and spin)**: 445.1 kJ/mol
**E_HOMO**: -8.74 eV

ORCA input file:
```
! wB97M-V def2-TZVPD RIJCOSX def2/J DEFGRID3
* xyz 0 1
H -0.723 -0.570 2.104
C 0.136 0.935 -0.337
H -1.199 1.631 1.272
S -0.952 -1.022 -1.831
N -0.587 0.806 0.802
H 1.604 -2.598 -0.729
C 0.226 -0.330 -0.973
S 1.892 -0.947 -0.629
O -1.126 -0.417 0.991
S 0.730 2.510 -0.670
*
```

Here are the natural (NBO) charges for atoms 1 to 4, given in e: number 1, H, carries 0.471; number 2, C, carries 0.013; number 3, H, carries 0.413; number 4, S, carries 0.152

=====

Entry 3:
C28H21N6ORe as an isolated structure, computed with ωB97M-V/def2-TZVPD.

Properties
**Frontier orbital gap (spin up / spin down)**: 0.279 / 0.248 Eh
**Energy**: -1561.44257 hartree
**Energy relative to the best compared isomer or geometry (same formula, charge and spin)**: 0.0 kJ/mol
**⟨S²⟩**: 0.758
**E_HOMO (spin up / spin down)**: -11.51 / -11.41 eV

ORCA input file:
```
! wB97M-V def2-TZVPD RIJCOSX def2/J DEFGRID3
* xyz 1 2
C 2.182 0.534 1.575
H 1.974 -0.087 2.454
C 1.362 -4.598 1.291
H -1.695 -5.930 0.724
C 1.035 -3.253 1.229
H -2.794 -0.471 -0.426
N -0.663 -0.402 -4.406
H 4.623 -0.651 1.089
C 0.326 -1.157 -4.910
C -1.408 -0.760 1.845
C -0.705 -1.454 0.904
C 0.119 3.279 0.274
C -1.028 2.985 -1.694
H 3.368 -2.633 -2.517
O 1.621 3.212 2.121
C -2.118 0.450 1.405
C 1.949 -1.416 -1.507
H -1.673 4.740 -2.723
C -0.661 5.200 -0.876
C 0.385 -5.565 1.099
N -0.653 -0.043 -1.998
N 0.990 1.238 1.132
C 2.619 -0.339 0.435
C -1.170 4.353 -1.848
H 1.804 -2.511 1.396
H -4.135 3.530 0.178
H 1.154 -1.619 -2.206
C -1.262 -3.838 0.824
H -3.893 1.570 -1.293
C 3.883 -0.885 0.335
N 1.666 -0.593 -0.486
H -0.765 6.273 -0.972
C -0.651 -0.235 -3.161
C -2.679 0.462 0.110
C -3.556 2.674 0.498
H -1.865 1.572 3.243
H 2.383 -4.893 1.494
C -3.415 1.596 -0.323
H 5.168 -2.144 -0.837
H 0.452 5.249 0.991
C -0.927 -5.182 0.866
H -2.289 -3.541 0.649
C -2.292 1.587 2.248
C 0.001 4.651 0.212
C 4.180 -1.716 -0.734
H 2.957 1.248 1.855
C 3.192 -1.990 -1.667
C -0.281 -2.859 0.993
Re -0.246 0.256 -0.048
N 1.174 -1.804 -5.350
H -3.121 3.527 2.439
N -0.391 2.454 -0.649
H 0.645 -6.614 1.140
H -1.431 -1.024 2.901
H -1.423 2.292 -2.423
C 0.965 2.604 1.312
C -2.986 2.667 1.796
*
```

Here are the natural (NBO) charges for atoms 1 to 4, given in e: number 1, C, carries -0.280; number 2, H, carries 0.229; number 3, C, carries -0.185; number 4, H, carries 0.229

=====

Entry 4:
C38H35MnN2OP2S5 as an isolated structure in a non-equilibrium geometry, computed with ωB97M-V/def2-TZVPD.

Properties
**Frontier orbital gap (spin up / spin down)**: 0.205 / 0.214 Eh
**Energy**: -5478.46399 hartree
**Energy relative to the best compared isomer or geometry (same formula, charge and spin)**: 99.7 kJ/mol
**⟨S²⟩**: 6.148
**E_HOMO (spin up / spin down)**: -6.10 / -6.16 eV

ORCA input file:
```
! wB97M-V def2-TZVPD RIJCOSX def2/J DEFGRID3
* xyz 0 5
H -1.934 -1.816 0.585
H 0.688 -4.085 -1.289
C -0.004 4.559 -0.402
H -0.130 6.664 -0.770
C -3.465 0.032 -0.314
C 0.561 3.205 -2.314
C -0.665 2.210 1.529
H 0.036 -2.336 2.563
N 5.748 -0.114 -0.520
H -3.629 2.937 2.982
H 0.268 2.857 4.722
C -6.273 0.016 -0.286
H -2.315 -2.987 -4.034
C -1.742 2.936 3.985
H -7.352 -0.003 -0.283
H 1.317 -0.919 -4.927
S 4.040 -5.412 4.450
H -3.691 1.067 -2.186
C 0.224 3.309 -0.965
H 0.423 6.466 -3.155
H -6.127 1.084 -2.134
N -2.080 0.015 -0.357
H 5.818 -0.967 -1.058
S 3.788 -4.395 1.677
C -0.526 -1.969 -4.626
C 0.123 -4.474 2.503
C 4.583 0.548 -0.535
C 0.619 -1.314 -4.204
C 0.066 5.691 -1.199
S 2.452 -0.310 2.240
H 0.775 2.227 -2.729
H 0.600 -6.328 -0.283
P 0.105 1.732 -0.056
C 0.143 -3.211 1.934
C -4.202 0.623 -1.347
C -1.422 -2.480 -3.700
H 1.219 2.166 2.553
C 3.288 -2.761 1.238
C -2.035 2.431 1.654
C -5.583 0.621 -1.323
H 4.566 1.310 1.472
C -4.174 -0.555 0.739
C 0.632 4.336 -3.102
H -2.162 3.204 4.942
C 0.374 5.579 -2.544
H -3.643 -0.989 1.570
H -0.964 0.739 -1.991
C -5.555 -0.571 0.741
C 3.683 -4.210 3.405
Mn 1.890 0.349 0.050
H 2.880 2.704 -0.666
O 3.691 0.272 -1.340
H 0.884 4.249 -4.148
H -1.873 -2.753 -1.624
H -2.700 2.319 0.812
H -1.161 -0.477 1.483
H 6.401 0.013 0.233
C -1.179 -2.346 -2.346
P 0.353 -1.387 -0.170
H -6.075 -1.046 1.558
C -2.565 2.780 2.883
C -1.346 -0.897 0.474
H -0.729 -2.072 -5.681
C -0.378 2.727 3.866
H -0.232 4.652 0.650
H 1.759 -0.655 -2.499
C -0.028 -1.690 -1.919
S 3.182 -2.398 -0.415
H 0.273 -6.581 2.151
C 2.998 -1.934 2.293
C -1.363 1.067 -1.014
C 0.280 -5.597 1.706
H 5.109 2.476 0.249
C 0.864 -1.167 -2.851
C 4.390 1.676 0.456
C 0.157 2.354 2.646
S 3.176 -2.620 3.899
H -0.015 -4.587 3.570
C 0.320 -3.065 0.560
C 0.473 -5.454 0.341
H 2.676 2.851 1.081
H -2.027 1.919 -1.193
C 0.505 -4.195 -0.230
C 2.946 2.151 0.284
*
```

Here are the Löwdin charges for atoms 1 to 4, given in e: number 1, H, carries 0.097; number 2, H, carries 0.099; number 3, C, carries -0.064; number 4, H, carries 0.107

=====

Entry 5:
A 2-piece molecular cluster, C10H15NO overall in a non-equilibrium geometry, computed with ωB97M-V/def2-TZVPD.

Properties
**Frontier orbital gap**: 0.358 Eh
**Structure (SMILES)**: Cc1ccccc1.CCC(N)=O
**Energy**: -520.04630 hartree
**Energy relative to the best compared isomer or geometry (same formula, charge and spin)**: 38.5 kJ/mol
**E_HOMO**: -8.88 eV

ORCA input file:
```
! wB97M-V def2-TZVPD RIJCOSX def2/J DEFGRID3
* xyz 0 1
C -1.105 1.024 -2.248
C 0.818 -1.942 1.189
H 2.019 3.345 0.529
C -0.937 2.010 -0.035
C -0.286 -2.956 0.987
C -0.860 -2.880 -0.449
C 0.200 1.417 -2.490
H 0.592 1.317 -3.485
H 1.614 -0.818 2.691
H 0.180 -1.737 3.129
H -1.822 -3.390 -0.470
H -1.423 2.222 0.912
H 0.147 -3.936 1.145
H -2.718 1.173 -0.854
H -1.624 0.430 -2.984
N 0.821 -1.385 2.441
C 0.975 1.967 -1.469
H 0.563 3.447 1.432
H -0.262 -3.444 -1.164
H -0.988 -1.837 -0.703
H 2.030 2.167 -1.586
C 1.225 2.738 0.964
H -1.129 -2.845 1.654
O 1.624 -1.656 0.335
C -1.672 1.385 -1.027
C 0.457 2.115 -0.197
H 1.561 2.071 1.753
*
```

Here are the natural (NBO) charges for atoms 1 to 4, given in e: number 1, C, carries -0.229; number 2, C, carries 0.678; number 3, H, carries 0.214; number 4, C, carries -0.225

=====

Entry 6:
A 12-piece molecular cluster, C46H70B6F24N9O3 overall in a non-equilibrium geometry, computed with ωB97M-V/def2-TZVPD.

Properties
**Frontier orbital gap (spin up / spin down)**: 0.123 / 0.275 Eh
**Energy**: -5059.83262 hartree
**⟨S²⟩**: 0.769
**E_HOMO (spin up / spin down)**: -9.10 / -13.25 eV

ORCA input file:
```
! wB97M-V def2-TZVPD RIJCOSX def2/J DEFGRID3
* xyz 2 2
B -2.113 1.714 -2.752
F 0.248 2.688 5.290
C 1.073 1.030 -4.971
H -5.281 0.200 1.175
C 1.624 -2.339 5.700
H 5.436 1.460 -2.450
N 0.078 0.508 -0.438
H 0.205 7.066 1.748
C 3.883 -2.253 2.526
F 3.169 -2.079 -2.686
H 3.694 0.135 3.476
C -6.833 -5.121 -0.193
F 7.652 0.844 -0.093
C 2.435 -2.779 4.608
F 6.362 1.754 1.557
H -6.914 -0.654 -2.735
H 4.843 -3.539 -1.869
N 5.054 4.440 -0.911
H 2.456 -3.844 4.434
H -3.117 -1.178 -3.577
H -1.361 -1.285 -3.358
C 3.378 4.010 -2.626
H 5.001 0.953 -4.789
H 5.400 -0.774 2.792
H -3.771 -4.030 1.020
F -3.085 2.567 -3.066
H 3.834 2.700 0.807
C -6.644 -6.469 0.088
H 6.515 5.220 0.602
C 3.161 0.210 -5.624
H -3.624 -6.471 1.486
C -5.590 -1.828 0.720
C 5.573 -2.890 -1.386
F 8.654 2.039 1.557
H 0.677 1.204 -0.859
C -2.182 -3.086 -4.240
N -0.591 7.182 2.359
H 3.531 5.731 -1.090
F -1.775 1.742 5.023
C 1.144 -0.733 -6.548
H 1.096 2.387 -3.459
F -2.261 4.432 -0.588
F 0.290 -3.938 1.428
H -6.161 1.940 0.012
O -1.157 -3.535 -4.760
H 0.047 1.139 -5.291
C -6.419 -0.905 -1.809
H 0.463 4.160 3.208
H 3.679 -0.446 -6.308
C 5.613 3.253 -1.196
H -2.416 -2.279 -2.328
H 3.404 2.069 2.346
C 3.008 -0.507 4.008
H -3.472 -4.813 -4.170
H 0.079 -0.628 -6.342
N 1.837 0.226 -5.692
H -6.323 -8.701 1.308
B -3.303 4.187 0.179
C -5.762 -4.257 0.066
F -0.885 2.168 7.009
N -6.068 -0.025 -0.773
F -3.333 5.057 1.318
C 3.925 1.037 -4.766
B -1.040 2.627 5.730
H 1.486 -0.534 -7.564
H -4.262 -3.292 -3.904
C -0.337 4.543 2.575
H -4.931 -8.340 2.135
C -6.178 1.398 -0.933
H -2.373 0.045 1.345
C 1.816 1.852 -4.061
H 6.364 3.074 -0.441
H 0.995 -2.837 6.423
H -2.620 8.008 2.246
N -3.534 -3.823 -4.359
O 1.929 2.030 0.936
H 4.868 5.180 1.066
C 5.063 -1.566 2.141
C 3.117 -1.867 3.746
H -7.805 -4.900 -0.609
H -7.367 -7.197 -0.248
C 3.241 1.917 1.279
H -6.621 -2.955 -2.270
H 5.668 -1.841 -1.667
H 1.168 0.383 7.415
C 5.510 5.354 0.202
H 1.934 0.967 5.391
F 2.873 -0.034 -1.755
C -0.892 5.842 3.062
F -1.014 2.424 -2.296
C -5.869 -2.805 -0.284
F 1.799 -1.814 -0.906
F -4.463 4.253 -0.491
H -7.132 1.455 -1.458
F -1.803 -3.464 2.140
C -3.925 -3.937 -5.865
H -1.339 8.681 1.219
C 3.878 2.787 -2.883
C -0.289 1.078 0.994
H -0.030 4.601 1.531
H -4.794 -8.813 0.379
F 7.775 0.028 1.919
N -5.501 -6.841 0.732
C -1.805 7.759 1.568
F 1.234 -1.158 -2.904
F -1.696 1.120 -3.887
C 5.679 -1.942 0.945
C 1.002 1.255 1.786
H 1.413 0.272 2.016
H 0.614 -0.341 -0.323
H -5.369 1.703 -1.597
C -4.509 -6.029 1.053
H 3.711 0.957 1.064
F -0.810 -2.270 0.469
H 5.421 6.378 -0.162
H -0.749 2.021 0.699
H 3.400 -3.933 -0.403
H -5.408 -2.220 1.709
C 3.415 -3.201 1.636
H 2.464 -3.607 1.948
C -2.295 -1.847 -3.321
C 2.094 -0.040 5.037
C -5.346 -8.250 1.131
H -0.643 0.277 -1.106
C -1.420 0.304 1.807
H 6.575 -3.291 -1.236
F -1.499 -4.177 0.098
C 5.072 2.436 -2.166
N 5.030 -2.751 0.035
H -3.032 -4.366 -6.319
H -0.306 -0.564 6.712
H 0.709 -1.312 7.787
C 3.884 -3.379 0.388
H 1.447 -1.732 -6.234
C -5.609 -0.532 0.452
F -2.520 0.833 -1.830
C -6.298 -2.260 -1.509
H 6.591 -1.482 0.593
C -4.622 -4.632 0.738
H -1.908 7.218 0.627
H -4.738 -4.653 -5.983
H 0.761 1.862 2.658
B 7.573 1.204 1.276
F -1.539 3.874 5.740
B -0.914 -3.463 1.072
H -1.582 0.713 2.804
H 2.653 4.527 -3.238
O -1.516 6.050 4.095
C 0.739 -0.538 7.020
B 2.287 -1.292 -2.062
C 3.212 1.832 -3.890
F -3.203 2.881 0.581
H -1.191 3.888 2.749
C 3.902 4.822 -1.540
H -1.000 -0.670 2.058
H -0.331 7.918 3.001
H -4.023 -2.920 -6.245
N 1.558 -0.986 5.882
*
```

Here are the Löwdin charges for atoms 1 to 4, given in e: number 1, B, carries -1.549; number 2, F, carries 0.116; number 3, C, carries 0.045; number 4, H, carries 0.141

=====

Entry 7:
One molecule with the formula C4H10N2OS in a non-equilibrium geometry, computed with ωB97M-V/def2-TZVPD.

Properties
**Frontier orbital gap**: 0.366 Eh
**Structure (SMILES)**: C[S@](N)(=O)=NC1CC1
**Energy**: -741.18854 hartree
**Energy relative to the best compared isomer or geometry (same formula, charge and spin)**: 497.4 kJ/mol
**E_HOMO**: -9.14 eV

ORCA input file:
```
! wB97M-V def2-TZVPD RIJCOSX def2/J DEFGRID3
* xyz 0 1
N 0.043 0.507 -1.039
H -3.058 1.202 0.992
O 0.941 0.881 1.353
C 1.788 -1.380 0.262
S 1.069 0.284 0.032
H -2.007 1.060 -1.453
H -3.256 -1.024 -0.497
C -2.233 -0.679 -0.108
C -2.127 0.652 0.634
H -1.630 -1.390 0.244
H -1.342 0.762 1.498
H 1.900 -1.866 -0.707
N 2.474 0.908 -0.700
H 2.355 1.297 -1.691
C -1.577 0.511 -0.731
H 1.200 -1.906 1.028
H 2.658 -1.275 0.895
H 2.802 1.457 -0.008
*
```

Here are the natural (NBO) charges for atoms 1 to 4, given in e: number 1, N, carries -0.968; number 2, H, carries 0.228; number 3, O, carries -0.961; number 4, C, carries -0.861

=====

Entry 8:
C24H25F3N3O5RuSSi as an isolated structure in a non-equilibrium geometry, computed with ωB97M-V/def2-TZVPD.

Properties
**Frontier orbital gap (spin up / spin down)**: 0.213 / 0.212 Eh
**Energy**: -2552.27212 hartree
**Energy relative to the best compared isomer or geometry (same formula, charge and spin)**: 132.8 kJ/mol
**⟨S²⟩**: 0.765
**E_HOMO (spin up / spin down)**: -6.62 / -6.60 eV

ORCA input file:
```
! wB97M-V def2-TZVPD RIJCOSX def2/J DEFGRID3
* xyz 0 2
H -0.914 -2.789 3.957
C -1.537 3.379 -3.894
C -1.596 2.560 -1.653
Ru -0.480 -0.022 -0.510
C -3.214 -2.230 1.540
C -2.356 -1.609 0.642
H 0.045 2.502 -5.058
H 4.191 -2.462 2.945
H 0.256 3.210 -0.041
H -2.715 4.415 -0.545
H -2.968 4.018 -2.447
N -0.600 1.690 -1.879
H 1.992 3.352 -0.329
C -0.563 -1.829 2.086
C 3.679 -3.288 1.035
O -2.820 3.709 0.103
C -2.146 2.598 -0.257
H 2.356 0.282 -4.602
H 3.777 1.413 2.777
S -2.747 -0.933 -0.943
C 2.128 -0.917 0.693
N 1.316 0.204 0.543
H 2.936 -3.827 -0.903
F -5.282 -1.276 0.911
C 2.930 -3.080 -0.116
H 0.720 2.643 3.534
H -3.344 -3.141 3.475
N -1.063 -1.415 0.925
C -0.688 -2.848 -1.946
C 2.179 -1.927 -0.285
C 3.417 1.955 1.903
C 1.234 3.197 0.443
H -1.924 4.010 -4.682
C 2.872 -1.171 1.868
C 3.637 -2.318 2.024
C -4.666 -2.432 1.200
Si 1.615 1.656 1.445
C -1.352 -2.464 3.025
F -4.818 -3.239 0.138
H 0.814 0.885 3.681
C -1.123 -1.400 -2.020
C -2.108 3.390 -2.636
H 4.069 1.706 1.060
O -2.017 1.712 0.540
O -1.183 -0.884 -3.141
C -0.033 1.712 -3.084
H 3.535 3.024 2.112
C -0.462 2.546 -4.106
H 1.628 -1.772 -1.198
C 1.095 0.771 -3.322
H -0.568 -3.223 -0.932
H 2.816 -0.466 2.689
C -2.697 -2.661 2.755
H -1.425 -3.450 -2.480
C 0.567 1.700 2.996
H 4.269 -4.187 1.160
H -0.495 1.617 2.740
F -5.334 -2.993 2.223
H 1.275 4.049 1.130
O 1.651 0.945 -4.537
O 1.487 -0.036 -2.532
H 0.490 -1.641 2.252
H 0.263 -2.918 -2.471
*
```

Here are the natural (NBO) charges for atoms 1 to 4, given in e: number 1, H, carries 0.232; number 2, C, carries -0.166; number 3, C, carries 0.057; number 4, Ru, carries 0.641